(1)
15
Properties=species:S:1:pos:R:3 method="wB97M-V/def2-TZVPD" smiles="NC(=O)[C@H](N)CO" gap_ev=10.32 homo_ev=-9.5 e_tot_ha=-379.10401 relative_energy_kcal_mol=23.2 max_force_ha_per_bohr=0.0600
N -0.11949 1.05549 -1.70604
C 0.55704 0.73419 -0.58950
O 1.47245 1.42869 -0.11252
C 0.20752 -0.60623 0.05448
N -0.90204 -1.24928 -0.63062
C -0.19207 -0.12629 1.47545
O 0.88360 0.35946 2.16787
H -0.95158 0.52085 -1.90854
H 0.01534 1.96766 -2.10934
H 1.12317 -1.21014 0.14155
H -1.38421 -1.88438 -0.00043
H -0.56157 -1.79029 -1.42016
H -0.71452 -0.90755 2.03785
H -0.87176 0.77012 1.17284
H 1.43812 0.93767 1.42711

---

(2)
15
Properties=species:S:1:pos:R:3 method="wB97M-V/def2-TZVPD" gap_ev="8.79 / 8.80" homo_ev="-8.6 / -8.6" e_tot_ha=-378.88124 relative_energy_kcal_mol=163.0 max_force_ha_per_bohr=0.1129
C 0.14246 -0.71083 -0.96913
C -1.16344 -0.74948 -0.21871
C 1.62071 0.79574 0.06028
N 1.23299 -0.43841 -0.01684
N -1.38373 0.48165 0.56397
O 1.77789 -1.41764 0.52342
O 0.87664 1.90374 -0.21450
H 0.49982 -1.59083 -1.34042
H 0.01505 0.14593 -1.81133
H -2.10771 -0.79192 -0.75464
H -1.24451 -1.50704 0.54590
H 2.54097 0.86269 1.42226
H -2.17663 0.36664 1.18649
H -0.60627 0.71288 1.15640
H -0.02425 1.93688 -0.13316

---

(3)
15
Properties=species:S:1:pos:R:3 method="wB97M-V/def2-TZVPD" smiles="N/C=C/N.O=CO" gap_ev=9.01 homo_ev=-8.1 e_tot_ha=-379.09441 relative_energy_kcal_mol=29.2 max_force_ha_per_bohr=0.0075
N -1.23200 0.04720 2.47837
C -1.43027 -0.21659 1.11513
C -0.50908 -0.71133 0.29453
N -0.71208 -0.93751 -1.10981
H -1.73120 0.86814 2.79965
H -0.25715 0.16466 2.70439
H -2.43401 -0.01530 0.75808
H 0.50272 -0.88570 0.63371
H -0.67412 -1.92960 -1.33502
H -1.62866 -0.61523 -1.39627
O 2.43719 0.78262 -0.10913
C 2.37102 1.04542 -1.27722
O 1.43418 0.64384 -2.11860
H 3.12586 1.65034 -1.79137
H 0.73761 0.10904 -1.64645